No. 1
2 unconnected molecules or ions with the total composition C4H12N4 in a non-equilibrium geometry, computed with wB97M-V/def2-TZVPD.

```
20
Properties=species:S:1:pos:R:3:forces:R:3
C 1.5340 -0.5499 -0.3597 2.333 -1.650 -0.773
C -3.9514 0.3918 -0.5298 0.781 1.604 1.003
C 3.9192 -0.1314 -0.5010 4.638 -2.514 -0.821
C -3.3109 0.1472 0.7300 -2.943 -1.403 -0.285
N 0.2697 -0.2265 -0.0890 1.600 2.366 -1.277
N 2.6159 0.1635 -0.0713 -3.679 -0.109 0.595
N 2.5450 1.1994 0.7849 -1.762 -0.151 -2.126
N -0.7562 -0.5306 0.4025 -3.261 -1.508 2.099
H 1.6063 -1.4305 -1.0667 0.294 1.227 0.737
H -5.0757 0.3501 -0.4454 0.597 -0.045 0.419
H -3.6258 1.3797 -0.8807 -0.318 -0.639 -0.770
H -3.7899 -0.4978 -1.1185 0.162 -0.382 -0.909
H 3.9997 -0.4613 -1.6457 -0.323 0.866 2.677
H 4.7023 0.7003 -0.2427 -1.972 -1.209 -0.850
H 4.2854 -1.0113 0.1956 -0.511 1.436 -1.669
H -2.8046 0.8390 1.3216 1.120 1.254 0.526
H -3.6859 -0.7334 1.2694 0.823 -0.190 -0.171
H 1.7181 1.4127 1.2400 -1.955 0.071 0.726
H 3.3165 1.4508 1.2640 3.360 0.688 1.510
H -0.8278 -1.3414 1.0885 1.015 0.288 -0.641
```
Forces are in eV/Å.

charge: +2
electronic energy: -377.7461 a.u.
multiplicity: 1



No. 2
A single C5H10N2O2 molecule in a non-equilibrium geometry, computed with wB97M-V/def2-TZVPD.

```
19
Properties=species:S:1:pos:R:3:forces:R:3
C -1.5320 -0.3211 -2.4838 2.453 2.106 0.054
C -0.4153 0.4425 -2.5520 0.805 -0.442 1.044
O 0.7218 0.7679 -1.6707 -2.403 -1.709 0.411
C 0.7217 0.1707 -0.4162 1.295 0.923 -0.205
C 1.7446 0.8744 0.5656 -1.522 -0.092 0.163
O 2.2751 -0.0936 1.4775 -1.172 -0.994 -0.386
N 0.0473 -0.8843 -0.1546 -0.496 1.322 1.591
N 0.0005 -1.0042 1.3588 0.623 -3.685 -2.719
C -0.9623 -0.1943 1.9681 -1.253 1.178 1.807
H -1.9353 -0.2135 -3.4642 -1.227 -0.448 -0.261
H -1.9757 -0.7798 -1.6312 0.003 -0.523 0.055
H -0.2205 0.9676 -3.4701 0.317 0.030 -0.120
H 2.6008 1.2660 0.0057 -0.387 -0.050 -0.231
H 1.1691 1.8651 0.9807 1.292 -2.371 -0.318
H 1.5956 -0.9711 1.5109 1.504 3.780 0.090
H -0.2376 -1.9988 1.5059 -0.023 0.788 -0.287
H -1.9702 -0.1520 1.4893 0.485 -0.612 0.315
H -0.6340 0.8552 1.9323 0.064 -0.278 0.507
H -0.9935 -0.5968 3.0482 -0.359 1.076 -1.511
```
Forces are in eV/Å.

charge: 0
SMILES: C=CO/C(CO)=N/NC
electronic energy: -456.3548 a.u.
multiplicity: 1



No. 3
A molecular structure, HNO3S3 in a non-equilibrium geometry, computed with wB97M-V/def2-TZVPD.

```
8
Properties=species:S:1:pos:R:3:forces:R:3
N -0.0193 0.7363 0.1235 1.828 -2.669 -1.152
O -3.2946 2.4918 0.7320 0.675 -0.423 0.306
O -2.4053 1.2941 -1.1504 -0.749 0.231 -0.466
O -1.9992 -0.9593 -1.9841 -0.562 -1.801 0.072
S -1.2104 0.3557 1.1896 0.415 -0.857 0.108
S -1.9798 2.0440 0.3103 -1.500 2.119 -0.049
S -1.5221 0.3807 -2.1024 1.266 1.378 0.161
H 0.5627 -0.1553 -0.1618 -1.373 2.023 1.020
```
Forces are in eV/Å.

charge: 0
electronic energy: -1475.5047 a.u.
multiplicity: 1



No. 4
5 unconnected molecules or ions with the total composition C2H15NO4 in a non-equilibrium geometry, computed with wB97M-V/def2-TZVPD.

```
22
Properties=species:S:1:pos:R:3:forces:R:3
C -1.2280 1.5569 -0.2921 0.345 0.478 -0.165
N -1.0290 1.1954 1.0916 0.233 -0.214 0.541
C 0.2349 1.6681 1.6762 -1.015 0.302 -0.448
H -0.4317 1.1749 -0.9262 0.083 -0.578 0.069
H -1.1483 2.6398 -0.4770 -0.481 0.024 0.192
H -2.1865 1.1553 -0.6075 -0.058 0.155 -0.277
H -1.8391 1.4351 1.6439 0.113 0.283 0.086
H 0.3793 2.7265 1.4613 0.250 0.215 -0.106
H 0.1747 1.5716 2.7503 0.231 -0.282 0.262
H 1.0380 1.0820 1.2445 0.285 -0.057 0.146
O -0.4442 -1.3824 0.8294 1.149 -1.311 1.010
H -0.8282 -1.8476 0.0773 -0.706 0.903 -0.093
H -0.7670 -0.5095 1.1611 -0.583 -0.049 -1.165
O -0.9843 -1.7290 -1.8866 -0.109 0.551 -0.156
H -1.7111 -1.1639 -2.1739 -0.179 -0.310 -0.004
H -0.2409 -1.0884 -1.8673 0.069 -0.330 0.055
O 1.5398 -0.7153 -2.1514 0.121 -0.637 0.046
H 1.4563 -1.6406 -2.4298 0.023 0.260 -0.391
H 2.0405 -0.8627 -1.3308 0.024 0.346 0.346
O 2.1586 -1.5339 0.4629 -0.186 -0.215 -0.008
H 1.1841 -1.6780 0.6259 0.416 0.432 0.170
H 2.6318 -2.0545 1.1182 -0.024 0.037 -0.109
```
Forces are in eV/Å.

charge: 0
SMILES: CNC.O.O.O.O
electronic energy: -440.9034 a.u.
multiplicity: 1



No. 5
5 unconnected molecules or ions with the total composition C4H8Cl12O2P2S2 in a non-equilibrium geometry, computed with wB97M-V/def2-TZVPD.

```
30
Properties=species:S:1:pos:R:3:forces:R:3
O -0.9652 -1.6500 0.8393 0.013 0.465 0.156
P 0.2889 -1.2306 -0.0795 0.548 -0.483 -0.692
O -0.1884 0.0630 -0.9090 -0.350 0.093 0.446
S 0.9592 -2.5815 -1.2626 -0.123 0.155 0.125
P 1.8734 -0.7343 1.3407 0.314 -0.635 0.294
S 3.0235 0.5090 0.1243 0.077 0.234 0.115
H -1.8049 -1.2746 0.5337 -0.056 -0.278 -0.011
H -0.5932 0.7577 -0.3593 0.107 0.015 -0.138
H 1.2718 0.1120 2.2904 -0.202 0.342 -0.279
H 2.0988 1.3922 -0.2829 -0.060 0.026 0.006
Cl -2.4046 -4.7572 -0.8166 -0.003 0.008 -0.001
C -3.0724 -4.3086 0.7424 0.101 -0.045 -0.030
Cl -3.8859 -2.7366 0.6464 -0.217 0.061 0.003
Cl -4.1863 -5.5345 1.3439 0.005 0.012 0.017
H -2.2574 -4.2108 1.4480 0.006 0.030 -0.013
Cl -3.2635 2.8335 -2.3104 0.014 0.009 0.025
C -1.8228 3.4864 -1.5409 0.015 -0.012 -0.166
Cl -1.6503 2.8422 0.1039 -0.015 0.049 0.071
Cl -0.3808 3.1417 -2.4871 -0.011 0.021 0.022
H -1.9334 4.5600 -1.4638 -0.002 -0.005 0.042
Cl 6.6388 -1.0956 -4.1979 0.006 0.002 -0.004
C 5.2991 -0.0799 -3.6596 -0.028 -0.034 0.019
Cl 4.0579 -1.0270 -2.8562 0.000 -0.055 -0.109
Cl 5.8837 1.2156 -2.6058 0.000 0.019 -0.001
H 4.8613 0.3813 -4.5347 0.015 0.006 -0.003
Cl -0.1496 2.8755 4.4245 -0.003 0.008 -0.017
C -1.6385 2.0637 3.9480 0.013 0.059 0.019
Cl -1.2987 0.8043 2.7517 -0.164 -0.059 0.125
Cl -2.4711 1.3876 5.3418 -0.002 -0.003 -0.015
H -2.2893 2.7955 3.4872 -0.001 -0.006 -0.006
```
Forces are in eV/Å.

charge: 0
SMILES: OP(O)(=S)PS.ClC(Cl)Cl.ClC(Cl)Cl.ClC(Cl)Cl.ClC(Cl)Cl
electronic energy: -7309.1358 a.u.
multiplicity: 1



No. 6
A single C4H4N4O3 molecule in a non-equilibrium geometry, computed with wB97M-V/def2-TZVPD.

```
15
Properties=species:S:1:pos:R:3:forces:R:3
C -0.4750 -2.0583 0.1074 -0.385 -0.507 -0.181
C 0.4537 -0.0639 -0.0421 -0.812 0.341 0.220
C 1.4349 -1.1599 -0.0698 0.140 2.006 0.062
C 0.5679 1.2605 -0.1211 0.012 -0.853 0.354
N 0.7823 -2.3153 -0.0305 1.491 -2.368 -0.011
N -0.7623 -0.7873 0.0939 -1.249 2.436 0.492
N 3.2394 0.1959 -0.0518 -2.926 3.375 0.032
N 4.5442 0.1814 0.0326 0.471 -0.938 -0.268
O 5.0571 1.2886 0.1273 0.177 0.003 0.048
O 5.0993 -0.8926 -0.0286 1.567 -0.770 0.169
O 2.7094 -1.0444 -0.0611 -0.191 -2.668 -0.161
H -1.3060 -2.7291 0.1828 0.148 -0.827 0.122
H 1.5320 1.6279 -0.1798 1.839 0.636 -0.247
H -0.1814 2.0026 -0.0441 -1.160 0.148 -0.019
H -1.6548 -0.4266 0.4580 0.878 -0.014 -0.612
```
Forces are in eV/Å.

charge: 0
electronic energy: -599.3254 a.u.
multiplicity: 1



No. 7
A gas-phase ion, C10H11N2O4 (charge +1) in a non-equilibrium geometry, computed with wB97M-V/def2-TZVPD.

```
27
Properties=species:S:1:pos:R:3:forces:R:3
C 2.4288 1.9781 -1.2532 0.425 -0.444 0.315
C 1.2322 1.3023 -0.5111 1.024 1.439 1.385
O 0.9612 1.6986 0.6026 -0.232 -0.669 -1.098
N 0.3977 0.2180 -1.0516 -0.442 2.336 -0.485
O 1.1482 -0.8159 -1.5836 -0.575 -1.560 0.871
C 0.7170 -1.9907 -0.9013 -0.144 0.328 -0.093
O 0.9226 -3.0630 -1.3513 -0.024 0.470 0.442
C -0.0145 -1.7275 0.4777 -0.784 0.868 1.190
C 0.8311 -1.6110 1.6762 -3.124 0.155 -0.227
C 0.1537 -1.3248 2.9409 1.417 -0.442 -2.530
N -1.2103 -1.1681 2.9790 0.428 -0.213 -0.681
C -2.0508 -1.2872 1.8867 1.381 -0.609 -2.718
C -1.4957 -1.5687 0.5625 1.812 0.023 2.504
C -0.6433 0.6785 -1.9520 -1.499 0.611 -1.762
C -1.4658 1.9984 -1.6687 0.727 -0.817 2.021
O -0.9492 0.0462 -2.9373 0.721 -0.153 1.236
H 2.1148 2.8687 -1.8714 0.045 -1.238 0.406
H 3.0940 2.4037 -0.4460 -0.852 -0.553 -0.786
H 3.0424 1.2372 -1.8317 -0.783 0.803 0.210
H 1.9329 -1.7360 1.5683 -1.107 0.191 0.460
H 0.8145 -1.2084 3.8395 -1.368 -0.040 -0.668
H -1.6263 -0.9446 3.8889 0.132 -0.126 -0.472
H -3.1604 -1.1640 1.9601 1.332 -0.018 0.534
H -2.1528 -1.6550 -0.3426 0.769 0.111 1.122
H -1.2616 2.7751 -2.4436 -0.223 -0.813 0.616
H -1.2084 2.3601 -0.6271 -0.253 0.031 -1.282
H -2.5520 1.7001 -1.6100 1.199 0.333 -0.510
```
Forces are in eV/Å.

charge: +1
SMILES: CC(=O)N(OC(=O)c1cc[nH+]cc1)C(C)=O
electronic energy: -797.7815 a.u.
multiplicity: 1